[1]
The following is a quantum chemistry calculation of C44H60AsIIrN5Sb2Si2 as an isolated structure, from OMol25.

Geometry as XYZ:
```
116
Properties=species:S:1:pos:R:3
Ir -1.267 0.897 0.647
C 0.760 -0.708 1.659
C 2.151 -0.526 2.279
C 2.842 0.778 1.900
Sb 3.142 1.034 -0.224
C 3.995 2.985 -0.051
C 4.329 3.577 1.165
C 4.813 4.879 1.209
C 4.977 5.601 0.036
C 4.656 5.019 -1.184
C 4.164 3.722 -1.223
C 4.867 -0.211 -0.354
C 5.869 -0.268 0.612
C 6.941 -1.137 0.465
C 7.024 -1.958 -0.653
C 6.035 -1.908 -1.624
C 4.961 -1.040 -1.472
Sb 0.273 -2.060 0.074
C 0.836 -1.412 -1.848
C 1.709 -2.206 -2.585
C 2.090 -1.805 -3.859
C 1.592 -0.626 -4.395
C 0.703 0.152 -3.663
C 0.322 -0.239 -2.390
C 1.354 -3.839 0.337
C 2.740 -3.670 0.386
C 3.555 -4.786 0.508
C 2.991 -6.053 0.572
C 1.614 -6.214 0.509
C 0.787 -5.106 0.389
H 0.394 0.307 1.336
H 0.041 -1.030 2.409
H 2.787 -1.379 2.034
H 2.021 -0.561 3.363
H 3.809 0.829 2.400
H 2.256 1.632 2.249
H 4.213 3.037 2.098
H 5.073 5.324 2.162
H 5.366 6.611 0.070
H 4.796 5.573 -2.103
H 3.909 3.284 -2.183
H 5.837 0.378 1.483
H 7.718 -1.167 1.217
H 7.865 -2.629 -0.769
H 6.103 -2.537 -2.502
H 4.191 -1.009 -2.237
H 2.106 -3.130 -2.183
H 2.772 -2.419 -4.432
H 1.891 -0.316 -5.388
H 0.303 1.064 -4.088
H -0.370 0.368 -1.808
H 3.199 -2.689 0.302
H 4.629 -4.660 0.545
H 3.630 -6.921 0.665
H 1.181 -7.205 0.549
H -0.285 -5.243 0.331
C -4.265 1.173 0.648
N -5.474 1.882 0.336
C -5.539 2.101 -1.112
N -4.393 2.883 -1.579
C -3.177 2.174 -1.274
N -3.022 1.913 0.204
C -3.092 3.272 0.885
N -4.309 3.973 0.574
C -5.458 3.184 1.011
C -4.390 4.170 -0.875
H -4.274 0.212 0.132
H -4.173 1.013 1.723
H -6.459 2.631 -1.353
H -5.549 1.136 -1.624
H -2.312 2.758 -1.595
H -3.161 1.205 -1.770
H -2.244 3.858 0.539
H -3.008 3.099 1.958
H -6.376 3.721 0.778
H -5.407 3.031 2.090
H -3.538 4.763 -1.210
H -5.306 4.710 -1.112
C -4.793 -1.936 2.512
Si -3.027 -2.498 2.324
C -1.987 -1.951 3.772
C -2.889 -4.329 2.019
As -2.179 -1.334 0.368
Si -3.150 -2.403 -1.587
C -2.280 -4.047 -1.720
C -4.966 -2.586 -1.207
C -2.872 -1.392 -3.124
H -5.288 -2.648 3.180
H -5.360 -1.916 1.582
H -4.861 -0.953 2.980
H -2.514 -2.174 4.703
H -1.799 -0.876 3.745
H -1.031 -2.480 3.810
H -3.203 -4.868 2.917
H -1.861 -4.625 1.807
H -3.527 -4.664 1.200
H -2.290 -4.608 -0.786
H -1.245 -3.920 -2.051
H -2.781 -4.657 -2.477
H -5.155 -3.272 -0.381
H -5.467 -2.992 -2.090
H -5.444 -1.631 -0.977
H -1.830 -1.419 -3.445
H -3.168 -0.350 -3.021
H -3.482 -1.825 -3.922
I 1.261 5.261 3.873
C 0.803 4.475 2.010
C 1.193 5.110 0.839
C 0.906 4.498 -0.370
C 0.239 3.289 -0.375
N -0.172 2.693 0.756
C 0.116 3.276 1.929
H 1.728 6.049 0.870
H 1.216 4.944 -1.304
H 0.033 2.757 -1.294
H -0.209 2.751 2.818
```

Output
E (eV): -154647.73760
HOMO-LUMO gap (eV): 7.431
HOMO level (eV): -12.639
LUMO level (eV): -5.208
Net charge: +2
Max |F| (eV Å⁻¹): 0.48
Energy above the lowest of the compared OMol25 structures with the same formula, charge and spin (eV): 0.000

***

[2]
The following is a quantum chemistry calculation of C44H60BBrF2IrN4O2SbSi3 as an isolated structure in a non-equilibrium geometry, from OMol25.

Geometry as XYZ:
```
119
Properties=species:S:1:pos:R:3
Ir -0.265 -0.205 -0.025
C 2.383 -4.485 -0.349
Sb 1.820 -2.562 -1.252
C 1.253 -1.694 0.660
C 0.319 -2.477 1.499
C -0.654 -3.376 0.994
C -1.481 -4.069 1.845
C -1.361 -3.896 3.227
C -0.375 -3.029 3.662
N 0.449 -2.356 2.853
Si 2.723 -1.145 1.686
C 3.565 -2.630 2.508
C 2.531 0.189 2.985
C 4.089 -0.464 0.564
C -1.258 -2.570 -3.188
C -2.087 -2.266 -2.083
C -3.105 -3.174 -1.625
C -4.064 -2.790 -0.739
C -4.084 -1.468 -0.264
C -3.058 -0.656 -0.649
N -2.019 -1.022 -1.452
Si -0.882 -1.254 -4.408
C -2.230 -1.264 -5.730
C -0.669 0.576 -3.902
C 0.709 -1.501 -5.385
Si -1.045 -4.310 -3.735
C -1.196 -5.633 -2.388
C -2.285 -4.846 -5.061
C 0.622 -4.727 -4.521
H 3.358 -4.398 0.140
H 2.434 -5.259 -1.124
H 1.634 -4.769 0.400
H -0.740 -3.496 -0.078
H -2.220 -4.752 1.442
H -1.999 -4.417 3.929
H -0.226 -2.867 4.727
H 2.837 -3.368 2.863
H 4.152 -2.287 3.372
H 4.250 -3.128 1.808
H 1.634 0.032 3.598
H 2.460 1.172 2.505
H 3.412 0.198 3.641
H 4.146 -0.996 -0.392
H 5.063 -0.559 1.068
H 3.931 0.601 0.333
H -3.147 -4.156 -2.079
H -4.835 -3.490 -0.434
H -4.868 -1.092 0.376
H -3.057 0.386 -0.333
H -3.226 -1.226 -5.276
H -2.169 -2.188 -6.323
H -2.139 -0.408 -6.415
H -1.624 0.723 -2.131
H -0.647 1.162 -4.824
H 0.294 0.707 -3.395
H 0.583 -2.269 -6.158
H 1.541 -1.797 -4.731
H 0.987 -0.564 -5.888
H -2.235 -5.883 -2.134
H -0.691 -5.327 -1.461
H -0.709 -6.548 -2.745
H -3.312 -4.585 -4.772
H -2.237 -5.932 -5.230
H -2.074 -4.346 -6.016
H 1.453 -4.497 -3.847
H 0.802 -4.188 -5.459
H 0.648 -5.803 -4.738
F 0.669 2.250 -1.695
C 1.120 1.121 -0.992
F 1.922 0.452 -1.930
H 1.829 1.514 -0.261
N -1.017 1.045 1.634
C -2.289 0.823 2.211
C -2.580 -0.349 2.910
C -3.831 -0.557 3.474
C -4.837 0.394 3.348
C -4.564 1.569 2.652
C -3.306 1.782 2.097
H -1.796 -1.092 3.019
H -4.022 -1.480 4.011
H -5.820 0.221 3.773
H -5.335 2.324 2.539
H -3.084 2.696 1.554
C 5.202 5.420 4.402
C 3.951 6.062 3.785
C 4.288 6.512 2.358
C 3.579 7.316 4.591
C 2.802 5.043 3.801
C 2.149 4.736 4.996
C 1.091 3.816 5.060
C 0.710 3.200 3.893
O -0.278 2.284 3.677
B -0.190 1.929 2.286
O 0.856 2.705 1.705
C 1.382 3.462 2.707
C 2.411 4.370 2.631
H 6.050 6.117 4.382
H 5.480 4.520 3.843
H 5.017 5.126 5.440
H 5.016 7.328 2.391
H 3.394 6.871 1.837
H 4.724 5.697 1.771
H 4.379 8.063 4.512
H 3.434 7.095 5.652
H 2.655 7.759 4.207
H 2.466 5.211 5.920
H 0.590 3.597 5.998
H 2.894 4.540 1.673
Br -3.637 4.368 -5.936
C -2.906 3.118 -4.685
C -3.579 1.916 -4.416
C -3.093 1.046 -3.494
N -1.709 1.226 -3.012
C -1.472 2.669 -2.808
C -1.953 3.536 -3.736
H -4.537 1.702 -4.879
H -3.594 0.147 -3.160
H -0.796 2.927 -2.004
H -1.649 4.574 -3.681
```

Output
E (eV): -165822.24503
HOMO-LUMO gap (spin up / spin down) (eV): 4.604 / 5.078
2S+1: 5
HOMO level (spin up / spin down) (eV): -0.953 / -1.428
LUMO level (spin up / spin down) (eV): 3.651 / 3.651
Net charge: -2
Max |F| (eV Å⁻¹): 1.86
Energy above the lowest of the compared OMol25 structures with the same formula, charge and spin (eV): 1.361

***

[3]
The following is a quantum chemistry calculation of C44H60Cl4N4O3 as an isolated structure in a non-equilibrium geometry, from OMol25.

Geometry as XYZ:
```
115
Properties=species:S:1:pos:R:3
C -1.246 6.349 5.944
N -1.488 5.256 5.038
C -1.616 3.978 5.540
C -1.699 2.923 4.634
C -1.761 3.222 3.225
C -1.876 4.511 2.768
C -1.723 5.562 3.721
C -2.030 2.184 2.222
C -3.053 2.383 1.262
C -3.324 1.402 0.284
N -2.729 0.200 0.370
C -1.712 -0.006 1.258
C -1.436 0.930 2.248
C -3.178 -0.911 -0.523
H -0.256 6.731 5.695
H -1.193 5.934 6.950
H -2.019 7.117 5.917
H -1.429 3.928 6.603
H -1.757 1.914 5.016
H -1.827 4.809 1.730
H -1.652 6.583 3.376
H -3.562 3.334 1.224
H -4.030 1.522 -0.525
H -1.305 -1.006 1.246
H -0.784 0.675 3.070
H -4.220 -1.117 -0.278
H -2.539 -1.743 -0.225
H -3.106 -0.577 -1.558
C -0.172 0.090 -4.756
C -0.160 1.636 -4.932
C 0.329 2.411 -3.689
C -0.488 2.201 -2.379
N -0.220 3.139 -1.198
C 1.318 3.203 -0.748
C 1.118 3.634 0.725
C -0.093 2.774 1.239
C -1.009 2.670 0.058
C -0.670 4.487 -1.631
H 0.678 -0.456 -4.347
H -0.499 -0.420 -5.662
H -0.973 -0.243 -4.095
H -1.190 1.918 -5.149
H 0.367 1.898 -5.849
H 0.395 3.445 -4.025
H 1.349 2.058 -3.535
H -0.163 1.276 -1.903
H -1.552 2.206 -2.617
H 1.751 4.037 -1.300
H 1.769 2.248 -1.017
H 1.016 4.704 0.906
H 2.070 3.253 1.094
H -0.551 3.374 2.025
H 0.172 1.806 1.663
H -1.969 3.186 0.079
H -1.322 1.635 -0.080
H -0.513 5.128 -0.763
H -1.700 4.445 -1.983
H -0.055 4.876 -2.442
C -0.579 -0.665 -0.838
O -0.339 -0.202 0.445
H -0.913 0.165 -1.460
H 0.263 -1.127 -1.354
H -1.411 -1.369 -0.826
Cl 3.519 2.079 -0.776
C 3.385 0.361 -0.694
C 1.993 -0.169 -0.946
Cl 1.380 0.385 -2.505
H 3.690 0.018 0.294
H 4.086 -0.181 -1.329
H 1.305 0.482 -0.406
H 1.747 -1.213 -0.749
Cl 0.814 1.228 3.448
C 1.330 0.690 1.831
C 1.716 -0.710 1.740
Cl 3.210 -0.808 2.610
H 2.070 1.388 1.440
H 0.448 0.880 1.220
H 1.976 -1.027 0.730
H 0.956 -1.371 2.156
C -0.574 -4.005 -4.699
C 0.105 -2.708 -4.404
C -0.718 -1.725 -3.528
C -1.781 -1.000 -4.209
N -2.650 -0.413 -4.675
H -1.443 -3.850 -5.338
H -0.990 -4.502 -3.822
H 0.144 -4.687 -5.154
H 0.337 -2.276 -5.378
H 1.016 -2.816 -3.814
H 0.045 -1.025 -3.187
H -1.155 -2.269 -2.691
C -1.950 -3.650 0.882
C -1.193 -2.640 0.192
C 0.144 -2.729 0.063
C 0.777 -3.830 0.698
C 0.080 -4.864 1.308
C -1.307 -4.848 1.259
C 0.755 -6.000 2.003
O 0.195 -6.815 2.692
C 2.231 -6.097 1.816
C 2.940 -7.175 2.242
C 4.289 -7.353 2.005
C 5.023 -6.441 1.216
C 4.243 -5.394 0.701
C 2.973 -5.073 1.077
C 2.290 -3.794 0.650
O 2.952 -2.858 0.193
H -3.030 -3.644 0.890
H -1.708 -1.822 -0.290
H 0.728 -1.925 -0.359
H -1.921 -5.681 1.567
H 2.398 -7.997 2.686
H 4.828 -8.202 2.400
H 6.053 -6.713 1.034
H 4.745 -4.721 0.022
```

Output
E (eV): -108748.50457
HOMO-LUMO gap (eV): 6.014
HOMO level (eV): -12.637
LUMO level (eV): -6.623
Net charge: +2
Max |F| (eV Å⁻¹): 10.09

***

[4]
The following is a quantum chemistry calculation of C44H60IrN4O4SSe as an isolated structure in a non-equilibrium geometry, from OMol25.

Geometry as XYZ:
```
115
Properties=species:S:1:pos:R:3
Ir -0.377 0.287 -1.327
C -1.629 1.563 5.961
C -1.858 0.080 5.609
C -3.165 -0.373 6.261
C -0.707 -0.775 6.164
C -1.887 -0.022 4.097
C -0.767 0.371 3.352
C -0.840 0.436 1.989
Se 0.553 1.313 0.986
C 2.149 0.234 1.010
C 3.076 0.374 2.022
C 4.327 -0.221 1.916
C 4.610 -0.904 0.730
C 3.723 -1.037 -0.325
C 2.417 -0.472 -0.181
O 1.524 -0.579 -1.132
C 4.110 -1.735 -1.630
C 3.197 -2.960 -1.827
C 3.947 -0.753 -2.807
C 5.563 -2.212 -1.620
C 5.339 -0.076 3.042
C 5.573 1.418 3.326
C 6.688 -0.722 2.718
C 4.772 -0.753 4.302
C -2.028 0.151 1.252
O -2.096 0.425 -0.013
C -3.113 -0.420 1.996
C -3.008 -0.430 3.381
C -4.392 -1.006 1.385
C -4.651 -2.387 2.016
C -5.556 -0.055 1.721
C -4.345 -1.193 -0.134
H -1.656 1.695 7.042
H -2.411 2.182 5.518
H -0.665 1.920 5.596
H -3.070 -0.296 7.343
H -3.393 -1.414 6.026
H -4.003 0.256 5.960
H -0.652 -0.660 7.246
H 0.257 -0.485 5.745
H -0.874 -1.829 5.939
H 0.153 0.647 3.852
H 2.826 0.963 2.897
H 5.591 -1.339 0.624
H 2.148 -2.677 -1.779
H 3.392 -3.699 -1.048
H 3.394 -3.416 -2.799
H 2.908 -0.467 -2.946
H 4.299 -1.223 -3.726
H 4.544 0.146 -2.635
H 5.738 -2.948 -0.834
H 6.257 -1.380 -1.495
H 5.785 -2.689 -2.574
H 5.924 1.929 2.429
H 6.332 1.526 4.102
H 4.666 1.913 3.674
H 7.151 -0.271 1.840
H 6.590 -1.797 2.565
H 7.363 -0.571 3.560
H 3.828 -0.304 4.611
H 5.484 -0.651 5.122
H 4.609 -1.816 4.121
H -3.860 -0.784 3.940
H -4.945 -2.315 3.062
H -3.760 -3.013 1.955
H -5.464 -2.882 1.485
H -5.670 0.070 2.797
H -6.488 -0.460 1.325
H -5.391 0.927 1.276
H -3.520 -1.847 -0.413
H -4.232 -0.241 -0.644
H -5.279 -1.652 -0.462
O 1.030 6.665 -3.900
C 2.028 5.977 -3.190
C 1.560 4.583 -2.899
C 2.391 3.666 -2.259
C 1.900 2.407 -1.991
N 0.660 2.034 -2.306
C -0.152 2.899 -2.932
C 0.278 4.177 -3.248
C -1.509 2.412 -3.229
C -2.468 3.200 -3.844
C -3.744 2.700 -4.068
C -4.822 3.575 -4.659
O -4.350 4.832 -5.069
C -4.006 1.386 -3.689
C -3.003 0.658 -3.088
N -1.782 1.150 -2.856
H 1.333 7.554 -4.107
H 2.249 6.463 -2.231
H 2.967 5.926 -3.755
H 3.400 3.928 -1.974
H 2.529 1.664 -1.516
H -0.359 4.888 -3.749
H -2.263 4.220 -4.127
H -5.565 3.756 -3.875
H -5.329 3.036 -5.464
H -4.116 4.821 -6.001
H -4.978 0.940 -3.843
H -3.177 -0.363 -2.771
S -0.790 -2.197 -0.584
C -1.375 -3.017 -1.964
N -1.821 -4.260 -1.825
C -2.228 -5.112 -2.943
C -1.561 -4.615 -4.215
C -1.854 -3.130 -4.365
N -1.386 -2.440 -3.165
H -1.792 -4.660 -0.901
H -3.316 -5.091 -3.044
H -1.932 -6.135 -2.722
H -1.933 -5.166 -5.076
H -0.482 -4.768 -4.140
H -2.929 -2.972 -4.491
H -1.344 -2.709 -5.230
H -1.015 -1.506 -3.231
```

Output
E (eV): -139759.33600
HOMO-LUMO gap (spin up / spin down) (eV): 5.104 / 4.619
2S+1: 2
HOMO level (spin up / spin down) (eV): -12.357 / -12.259
LUMO level (spin up / spin down) (eV): -7.253 / -7.641
Net charge: +2
Max |F| (eV Å⁻¹): 3.25
Energy above the lowest of the compared OMol25 structures with the same formula, charge and spin (eV): 0.332